Record 1
C16H37F3Li2N2O4 | ωB97M-V/def2-TZVPD

Geometry as XYZ:
```
64
Properties=species:S:1:pos:R:3:forces:R:3
Li 18.9607 -15.7771 -21.3452 -0.65 0.17 1.60
Li 18.0635 -15.0342 -18.9946 0.53 -0.56 -0.80
O 17.2562 -14.8641 -20.7325 -0.07 -0.16 0.16
H 16.2909 -14.7286 -20.7992 1.10 -0.18 -0.10
O 19.5538 -16.1915 -19.4826 0.02 0.49 -0.08
H 20.2466 -16.2985 -18.8020 -0.56 0.10 -1.01
C 15.5744 -15.4307 -17.4996 -0.30 -0.28 -1.17
C 16.7722 -15.4588 -16.6098 -0.14 0.68 0.96
N 17.9249 -14.6027 -17.0185 -0.43 0.06 0.64
C 18.9906 -14.8381 -16.0338 0.84 -0.46 -0.59
C 19.4474 -16.3030 -16.0360 -0.18 -0.69 0.31
C 17.5550 -13.1704 -17.0601 0.43 0.64 -1.75
C 18.6862 -12.2348 -17.6428 -0.38 -0.50 1.37
H 15.0885 -14.4753 -17.6979 0.18 0.10 0.25
H 14.8137 -16.1264 -17.1452 0.02 0.06 0.20
H 15.8990 -15.8358 -18.4580 -0.24 0.05 -0.38
H 16.4880 -15.1552 -15.6023 -0.13 0.15 0.41
H 17.0306 -16.5129 -16.5090 0.58 0.22 -0.24
H 19.8569 -14.2083 -16.2363 -0.07 0.00 -0.51
H 18.7018 -14.5040 -15.0373 -0.46 -0.20 0.33
H 20.4626 -16.4376 -15.6627 -0.04 0.23 0.15
H 18.7972 -16.9569 -15.4549 0.04 0.24 0.53
H 19.4080 -16.8259 -16.9915 0.08 0.69 -0.47
H 17.1502 -12.7453 -16.1417 0.27 -0.23 0.57
H 16.7407 -13.0571 -17.7757 -0.17 -0.24 -0.04
H 19.1066 -12.5596 -18.5945 -0.22 -0.13 0.01
H 19.4934 -12.1442 -16.9160 0.22 -0.16 -0.09
H 18.3131 -11.2138 -17.7238 -0.27 -0.10 -0.26
C 12.7148 -9.3579 -19.0328 0.29 0.08 0.34
C 12.6945 -10.6872 -19.7660 -0.54 -0.14 -0.85
N 13.4232 -10.7300 -21.0541 0.66 0.18 0.28
C 14.8985 -10.5669 -20.8965 -1.41 -1.27 -0.19
C 15.4575 -11.7506 -20.0864 0.39 1.45 -0.52
C 12.9619 -9.8038 -22.1134 -0.21 -1.39 -0.21
C 11.4933 -10.0636 -22.5213 0.02 0.97 0.79
H 12.1789 -9.4087 -18.0850 -0.23 -0.08 -0.07
H 12.3177 -8.5231 -19.6103 -0.07 -0.09 -0.09
H 13.7376 -9.1083 -18.7506 0.13 0.13 -0.09
H 13.0141 -11.4905 -19.1022 0.56 0.08 -0.12
H 11.6824 -11.0315 -19.9789 -0.28 0.42 -0.12
H 15.2604 -10.5724 -21.9247 0.40 0.02 0.10
H 15.1584 -9.6141 -20.4353 0.16 0.23 0.09
H 15.2511 -12.6996 -20.5813 -0.16 0.08 0.36
H 16.5370 -11.6048 -20.0474 0.12 -0.30 0.18
H 15.0565 -11.6389 -19.0790 0.11 -0.60 0.05
H 13.5388 -10.0649 -23.0006 0.24 -0.12 -0.04
H 13.2960 -8.7900 -21.8928 -0.74 0.55 0.11
H 10.8064 -9.7737 -21.7262 -0.04 -0.22 0.26
H 11.3182 -11.1133 -22.7567 0.20 0.04 0.03
H 11.1486 -9.4448 -23.3497 0.43 -0.07 -0.28
C 15.1541 -15.0599 -23.5171 -0.31 0.54 0.22
C 14.1652 -14.1037 -22.8453 1.65 -0.13 0.43
O 12.9272 -14.2814 -23.4626 -3.68 0.20 -1.40
C 12.4122 -13.5179 -24.4818 3.99 0.72 0.99
O 13.0955 -12.7134 -25.0833 -1.55 -0.91 0.42
C 10.9192 -13.7459 -24.7028 -0.44 -1.77 0.44
F 10.4292 -12.9277 -25.6106 0.11 -0.18 -0.24
F 10.6483 -15.0485 -24.9998 0.61 0.55 -1.03
F 10.2574 -13.6000 -23.5741 -0.38 1.14 1.12
H 16.0905 -15.1740 -22.9710 0.05 0.44 -0.04
H 15.2940 -14.6506 -24.5176 0.32 -0.50 -0.14
H 14.7012 -16.0513 -23.5199 -0.09 0.04 -0.35
H 14.4681 -13.0568 -22.8262 0.04 0.04 -0.41
H 14.0408 -14.3818 -21.7987 -0.36 -0.08 0.00
```
Forces are in eV/Å.

Output
Energy relative to the best compared isomer or geometry (same formula, charge and spin), eV: 0.963
Frontier orbital gap, eV: 8.45
2S+1: 1
Strongest force on any atom, hartree/bohr: 0.081
Energy, hartree: -1357.03604

Record 2
C16H37NO2P | ωB97M-V/def2-TZVPD

Geometry as XYZ:
```
57
Properties=species:S:1:pos:R:3:forces:R:3
N 2.8287 -0.6767 0.6139 0.17 0.30 -0.18
P 3.0819 0.8942 0.7910 -1.50 -0.21 0.30
C 1.6924 1.9910 0.7408 0.75 -0.09 -0.71
C 0.6382 1.5173 -0.2523 -0.46 -0.43 0.75
C -0.6198 1.1237 0.5392 0.38 0.53 -0.25
O -1.4324 0.1121 -0.1249 -0.32 1.13 -0.34
C -0.8894 -1.0887 -0.0580 0.15 0.52 -2.37
O -0.8222 -1.7419 0.9027 0.18 -1.88 3.07
H 1.8354 -0.8239 0.4752 -0.04 -0.16 0.02
H 3.6883 1.0920 2.0565 0.50 0.34 -0.32
H 4.0633 1.3389 -0.1466 0.44 -0.04 0.32
H 2.0822 2.9404 0.3712 0.13 0.36 0.33
H 0.9337 0.6539 -0.8469 0.12 -0.28 -0.24
H 0.3377 2.2885 -0.9471 0.10 0.35 -0.39
H -1.2443 1.9985 0.6414 -0.42 0.15 0.16
H -0.2941 0.8148 1.5184 -0.16 -0.48 0.34
H -0.4906 -1.4626 -1.0045 -0.09 0.02 -0.54
C -5.5882 3.9607 -3.1617 0.10 -0.02 -0.11
C -4.2361 3.3157 -2.8673 -0.13 -0.02 0.05
C -3.8883 3.2842 -1.3803 0.10 -0.01 0.01
C -3.7608 4.6581 -0.7193 -0.10 0.04 -0.04
C -2.7276 5.5860 -1.3572 0.10 -0.03 0.12
C -1.3079 5.0318 -1.2901 -0.05 0.09 -0.10
H -5.6143 5.0060 -2.8499 -0.02 0.00 0.02
H -5.8034 3.9324 -4.2318 -0.04 0.01 0.01
H -6.3915 3.4303 -2.6458 -0.01 0.03 0.04
H -3.4540 3.8339 -3.4288 0.02 0.00 0.02
H -4.2477 2.2883 -3.2399 0.04 0.00 -0.01
H -2.9580 2.7261 -1.2473 -0.01 -0.01 0.02
H -4.6555 2.7131 -0.8481 -0.01 -0.01 -0.01
H -3.4997 4.5093 0.3328 0.03 0.01 0.00
H -4.7345 5.1588 -0.7183 -0.01 -0.02 0.00
H -2.7572 6.5467 -0.8344 -0.02 0.01 -0.03
H -2.9921 5.7975 -2.3978 -0.05 -0.02 0.01
H -1.0080 4.8515 -0.2564 0.03 -0.06 -0.01
H -0.5965 5.7337 -1.7286 0.03 -0.02 0.02
H -1.2190 4.0919 -1.8361 0.03 -0.02 0.03
C 4.9975 -5.6794 2.2756 -0.02 -0.16 -0.07
C 4.1178 -5.5876 1.0315 0.05 0.10 0.01
C 3.4641 -4.2165 0.8499 0.02 -0.08 0.00
C 2.5124 -3.8022 1.9691 -0.12 -0.02 0.08
C 1.3541 -4.7687 2.2282 0.04 0.05 -0.07
C 0.4242 -4.9207 1.0284 0.00 -0.13 0.04
H 4.4216 -5.5225 3.1885 0.00 0.04 0.00
H 5.4651 -6.6647 2.3468 0.03 0.02 0.03
H 5.7939 -4.9331 2.2422 -0.03 0.04 0.03
H 3.3557 -6.3725 1.0656 -0.02 0.01 0.00
H 4.7327 -5.7978 0.1509 -0.01 -0.03 -0.01
H 2.9321 -4.2016 -0.1045 -0.01 0.03 -0.01
H 4.2420 -3.4537 0.7639 -0.05 0.05 -0.01
H 2.1099 -2.8172 1.7201 0.10 -0.02 0.03
H 3.0750 -3.6677 2.8986 0.01 0.02 -0.02
H 0.7740 -4.3877 3.0733 0.00 -0.01 0.01
H 1.7281 -5.7530 2.5328 0.03 0.00 0.01
H 0.0144 -3.9523 0.7451 0.00 0.01 -0.02
H -0.4089 -5.5879 1.2648 -0.01 0.01 -0.03
H 0.9459 -5.3410 0.1656 0.01 0.00 0.00
```
Forces are in eV/Å.

Output
Charge: -1
Frontier orbital gap, eV: 5.80
2S+1: 1
Strongest force on any atom, hartree/bohr: 0.070
Energy, hartree: -1178.35886

Record 3
C16H37O4S | ωB97M-V/def2-TZVPD

Geometry as XYZ:
```
58
Properties=species:S:1:pos:R:3:forces:R:3
C 4.3468 1.0900 0.5332 0.08 -0.05 -0.20
C 3.7680 0.2085 -0.5241 0.12 -1.51 -0.31
O 3.7240 -1.0100 -0.4787 -0.17 1.76 -0.03
O 3.2614 0.9148 -1.5991 -0.18 0.08 0.92
C 1.8517 0.6808 -1.7649 0.33 -0.38 -0.59
C 1.2715 1.8165 -2.5970 -0.18 -0.51 -0.17
C -0.1070 2.3226 -2.1709 0.33 0.46 0.31
C -0.3292 2.5394 -0.6756 -1.05 0.20 -0.14
C -1.8045 2.9625 -0.3880 0.80 -0.74 0.12
C -2.6339 1.8134 0.1859 -0.40 0.21 -0.14
C -3.1518 0.8455 -0.8708 -0.35 -0.60 0.15
C -3.8588 -0.3178 -0.1602 0.37 0.22 0.12
S -4.1154 -1.7374 -1.2810 -1.49 0.11 -0.14
H 3.5479 1.5071 1.1438 -0.22 0.02 -0.04
H 4.8758 1.9209 0.0806 0.09 0.11 -0.07
H 5.0110 0.5222 1.1623 0.14 -0.02 0.18
H 1.3901 0.5761 -0.7862 -0.02 0.12 0.15
H 1.7410 -0.2716 -2.2811 -0.17 -0.14 0.03
H 1.1767 1.4451 -3.6153 0.08 0.14 -0.21
H 2.0041 2.6149 -2.6439 0.02 0.23 0.25
H -0.2413 3.2985 -2.6352 -0.14 0.06 -0.21
H -0.9082 1.7032 -2.5701 -0.03 -0.28 -0.07
H -0.1568 1.6386 -0.0951 0.32 -0.12 0.09
H 0.3198 3.3243 -0.3022 0.33 -0.03 0.02
H -1.7976 3.7630 0.3414 -0.18 0.28 -0.05
H -2.2536 3.2896 -1.3212 -0.20 0.40 0.00
H -3.5050 2.2178 0.7026 -0.08 0.05 0.10
H -2.0727 1.2508 0.9297 0.22 0.04 0.11
H -2.3592 0.4309 -1.4900 0.29 0.17 -0.03
H -3.8816 1.3291 -1.5153 0.09 0.19 -0.23
H -3.3096 -0.6530 0.7134 0.18 -0.26 -0.04
H -4.8661 -0.0701 0.1581 -0.17 0.00 -0.01
H -3.7233 -2.8362 -0.6118 0.61 0.09 -0.15
H -3.2408 -1.6139 -2.2949 0.54 -0.18 0.41
C 8.9684 -0.6159 -0.0841 -0.05 0.12 -0.06
C 8.4982 -0.3727 1.3412 0.03 -0.34 -0.12
C 8.9028 -1.5089 2.2668 -0.06 0.06 0.12
O 7.0783 -0.1931 1.3682 0.12 0.08 0.05
H 8.5176 -1.5286 -0.4834 0.04 -0.05 0.05
H 8.6703 0.2085 -0.7323 0.02 0.02 0.02
H 10.0528 -0.7200 -0.1304 0.00 -0.02 0.00
H 8.9191 0.5634 1.7088 -0.09 0.06 0.02
H 8.4505 -2.4481 1.9369 0.05 -0.01 -0.07
H 8.5576 -1.3169 3.2828 0.02 0.03 0.00
H 9.9853 -1.6373 2.2855 0.00 -0.01 -0.01
H 6.6782 -1.0110 1.0509 0.00 -0.06 -0.02
C -8.4848 -3.3356 1.0882 0.08 -0.11 0.08
C -7.5890 -2.3103 1.7612 -0.19 0.04 -0.38
C -7.7338 -0.9349 1.1292 0.19 0.06 0.09
O -6.2192 -2.7361 1.7061 0.25 0.19 0.21
H -8.2208 -3.4399 0.0311 -0.04 0.07 -0.02
H -8.3656 -4.3127 1.5547 -0.02 0.01 0.04
H -9.5333 -3.0461 1.1515 0.00 0.01 -0.02
H -7.8320 -2.2512 2.8211 0.12 -0.03 0.06
H -7.4488 -0.9716 0.0704 -0.10 -0.05 -0.03
H -7.0841 -0.2128 1.6282 -0.05 0.00 0.05
H -8.7595 -0.5738 1.1903 -0.01 0.01 -0.03
H -5.9816 -2.8107 0.7785 -0.25 -0.19 -0.14
```
Forces are in eV/Å.

Output
Charge: +1
Frontier orbital gap, eV: 7.84
2S+1: 1
Strongest force on any atom, hartree/bohr: 0.034
Energy, hartree: -1330.66014